Arrangement 1

A single C6H8N4 molecule, computed with ωB97M-V/def2-TZVPD.

Cartesian coordinates (Å):
C (-1.26, -1.49, 0.90)
C (1.69, -1.54, -0.20)
C (-2.13, 1.21, -0.27)
C (0.40, 1.64, -0.35)
C (2.49, -0.22, -0.22)
C (-0.90, 0.80, -0.14)
N (2.27, 0.76, 0.49)
N (-0.56, -0.55, 0.21)
N (0.56, -0.81, -0.52)
N (1.36, 1.57, 0.74)
H (-1.00, -2.46, 1.10)
H (-2.30, -1.14, 1.15)
H (1.91, -2.28, -0.96)
H (1.86, -2.08, 0.67)
H (-2.94, 0.36, -0.23)
H (-2.35, 2.24, -0.58)
H (0.85, 1.27, -1.34)
H (0.05, 2.72, -0.47)

Computed properties:
* molar mass: 136.16 Da
* gap between HOMO and LUMO (alpha / beta): 7.1 / 7.1 eV
* HOMO energy (alpha / beta): -7.5676 / -7.5585 eV
* LUMO (alpha / beta): -0.49 / -0.50 eV
* net charge: 0

Arrangement 2

A single C6H8N4 molecule, computed with ωB97M-V/def2-TZVPD.

Cartesian coordinates (Å):
H (3.13, -0.89, -1.74)
N (3.33, -0.21, -0.88)
C (2.30, -0.04, -0.08)
N (2.33, 0.87, 0.98)
N (1.17, -0.86, -0.09)
C (-0.19, -0.35, -0.07)
C (-1.19, -1.29, 0.17)
C (-2.52, -0.79, 0.12)
C (-2.68, 0.53, -0.23)
C (-1.60, 1.40, -0.41)
N (-0.32, 0.93, -0.40)
H (2.90, 1.58, 0.95)
H (1.42, 1.16, 1.34)
H (1.32, -1.76, 0.40)
H (-1.04, -2.21, 0.51)
H (-3.24, -1.30, 0.41)
H (-3.74, 0.88, -0.42)
H (-1.38, 2.35, -0.56)

Computed properties:
* molar mass: 136.16 Da
* gap between HOMO and LUMO: 9.3 eV
* HOMO energy: -8.6832 eV
* structure (SMILES): [H]/N=C(/N)Nc1ccccn1
* LUMO: 0.63 eV
* net charge: 0

Most stable structure - arrangement 2; separation to the second - 0.2540 hartree.

Arrangement 1

A single C18H29NO5 molecule, computed with ωB97M-V/def2-TZVPD.

Cartesian coordinates (Å):
C (0.17, 3.63, -2.37)
C (-0.32, 2.19, -2.23)
O (-0.48, 1.81, -0.87)
C (0.68, 1.35, -0.23)
O (0.96, 0.03, -0.64)
C (0.29, -0.96, 0.03)
C (0.43, -2.32, -0.61)
O (0.93, -3.25, -0.02)
N (-0.02, -2.41, -1.89)
C (-0.87, -1.46, -2.55)
C (-2.25, -2.10, -2.78)
O (-2.15, -3.30, -3.50)
C (-1.34, -4.24, -2.82)
C (0.07, -3.68, -2.59)
C (-0.36, -0.80, 1.17)
C (-0.49, 0.53, 1.86)
C (-1.91, 1.04, 1.73)
C (-2.97, 0.53, 2.66)
C (-2.48, 1.94, 2.79)
C (0.52, 1.54, 1.28)
C (1.87, 1.53, 2.01)
C (2.62, 0.21, 1.98)
C (3.98, 0.30, 2.68)
O (3.89, 0.49, 4.07)
H (0.21, 3.90, -3.42)
H (1.16, 3.75, -1.95)
H (-0.51, 4.31, -1.86)
H (-1.31, 2.09, -2.67)
H (0.37, 1.50, -2.73)
H (1.56, 1.93, -0.58)
H (-0.98, -0.56, -1.96)
H (-0.43, -1.20, -3.52)
H (-2.88, -1.44, -3.38)
H (-2.73, -2.28, -1.81)
H (-1.30, -5.13, -3.44)
H (-1.79, -4.48, -1.85)
H (0.67, -4.36, -1.98)
H (0.56, -3.51, -3.55)
H (-0.86, -1.64, 1.62)
H (-0.27, 0.39, 2.92)
H (-2.20, 1.23, 0.70)
H (-3.96, 0.36, 2.28)
H (-2.68, -0.18, 3.43)
H (-1.85, 2.19, 3.63)
H (-3.13, 2.74, 2.48)
H (0.09, 2.54, 1.40)
H (2.50, 2.31, 1.58)
H (1.66, 1.81, 3.05)
H (2.80, -0.09, 0.95)
H (2.03, -0.58, 2.46)
H (4.52, -0.64, 2.56)
H (4.58, 1.11, 2.23)
H (3.42, 1.31, 4.24)

Computed properties:
* molar mass: 339.43 Da
* gap between HOMO and LUMO: 9.5 eV
* HOMO energy: -8.8530 eV
* structure (SMILES): CCO[C@@H]1OC(C(=O)N2CCOCC2)=C[C@H](C2CC2)[C@H]1CCCO
* LUMO: 0.66 eV
* net charge: 0

Arrangement 2

A single C18H29NO5 molecule, computed with ωB97M-V/def2-TZVPD.

Cartesian coordinates (Å):
C (0.19, -0.76, -5.78)
C (1.16, -1.33, -4.97)
C (1.48, -0.77, -3.75)
C (0.85, 0.40, -3.29)
N (1.21, 1.01, -2.10)
C (2.34, 0.53, -1.34)
C (2.01, -0.61, -0.36)
O (1.47, -0.15, 0.86)
C (2.44, 0.23, 1.82)
C (1.76, 0.90, 3.02)
O (1.37, 0.04, 4.05)
C (0.12, -0.60, 3.90)
C (0.20, -1.92, 3.11)
O (-0.98, -2.69, 3.22)
C (-1.93, -2.52, 2.20)
C (-2.78, -1.25, 2.29)
O (-2.09, -0.18, 1.69)
C (-2.84, 1.01, 1.63)
C (-2.02, 2.11, 0.93)
O (-1.99, 1.97, -0.46)
C (-1.01, 1.07, -0.96)
C (0.26, 1.84, -1.40)
C (-0.13, 0.96, -4.12)
C (-0.45, 0.39, -5.34)
H (-0.07, -1.20, -6.73)
H (1.67, -2.22, -5.29)
H (2.23, -1.26, -3.15)
H (3.12, 0.22, -2.03)
H (2.73, 1.38, -0.77)
H (1.24, -1.25, -0.80)
H (2.91, -1.21, -0.17)
H (3.15, 0.94, 1.38)
H (2.99, -0.66, 2.16)
H (0.89, 1.47, 2.64)
H (2.47, 1.59, 3.48)
H (-0.22, -0.83, 4.92)
H (-0.60, 0.07, 3.43)
H (0.42, -1.71, 2.06)
H (1.00, -2.53, 3.55)
H (-2.60, -3.39, 2.29)
H (-1.45, -2.54, 1.21)
H (-2.99, -1.02, 3.35)
H (-3.74, -1.41, 1.77)
H (-3.77, 0.85, 1.06)
H (-3.11, 1.34, 2.64)
H (-2.50, 3.07, 1.13)
H (-1.01, 2.11, 1.35)
H (-0.76, 0.32, -0.21)
H (-1.45, 0.58, -1.83)
H (0.75, 2.24, -0.51)
H (-0.05, 2.68, -2.02)
H (-0.65, 1.85, -3.82)
H (-1.21, 0.85, -5.95)

Computed properties:
* molar mass: 339.43 Da
* gap between HOMO and LUMO: 8.4 eV
* HOMO energy: -7.5864 eV
* structure (SMILES): c1ccc(N2CCOCCOCCOCCOCCOCC2)cc1
* LUMO: 0.81 eV
* net charge: 0

Most stable structure - arrangement 1; separation to the second - 0.0366 hartree.

Arrangement 1

A molecular structure, C32H26BrCl2N6O9P2Pb, computed with ωB97M-V/def2-TZVPD.

Cartesian coordinates (Å):
Pb (-0.36, -0.46, -0.62)
Cl (6.53, 0.17, -0.91)
C (4.97, -0.46, -1.23)
C (3.98, 0.38, -1.59)
C (2.66, -0.14, -1.82)
N (1.60, 0.53, -2.13)
C (1.59, 1.87, -2.52)
O (2.56, 2.48, -2.91)
C (0.22, 2.49, -2.57)
C (0.13, 3.83, -2.94)
C (-1.13, 4.40, -3.04)
C (-2.24, 3.63, -2.76)
C (-2.05, 2.31, -2.39)
N (-0.85, 1.74, -2.30)
C (2.44, -1.64, -1.69)
C (3.56, -2.47, -1.32)
C (4.75, -1.91, -1.08)
Cl (6.06, -2.88, -0.57)
N (1.23, -2.02, -1.94)
C (0.82, -3.36, -2.08)
O (1.56, -4.30, -2.23)
C (-0.68, -3.51, -2.20)
C (-1.19, -4.77, -2.48)
C (-2.55, -4.91, -2.65)
C (-3.36, -3.78, -2.53)
C (-2.76, -2.57, -2.24)
N (-1.45, -2.43, -2.07)
H (4.16, 1.43, -1.70)
H (1.03, 4.38, -3.16)
H (-1.23, 5.44, -3.33)
H (-3.24, 4.04, -2.83)
H (-2.90, 1.67, -2.17)
H (3.41, -3.53, -1.20)
H (-0.51, -5.60, -2.57)
H (-2.98, -5.87, -2.87)
H (-4.43, -3.84, -2.66)
H (-3.36, -1.67, -2.12)
Br (3.18, 6.65, -0.01)
C (1.92, 5.28, 0.27)
C (0.57, 5.58, 0.25)
C (-0.36, 4.56, 0.43)
C (0.07, 3.25, 0.64)
C (1.43, 2.97, 0.65)
C (2.36, 3.98, 0.48)
N (-0.82, 2.16, 0.77)
C (-1.92, 2.32, 1.38)
C (-2.90, 1.22, 1.52)
C (-3.98, 1.38, 2.37)
C (-4.85, 0.31, 2.55)
C (-4.59, -0.87, 1.89)
C (-3.49, -0.93, 1.04)
N (-2.67, 0.09, 0.84)
H (0.24, 6.59, 0.07)
H (-1.41, 4.79, 0.37)
H (1.76, 1.94, 0.81)
H (3.42, 3.76, 0.49)
H (-2.18, 3.25, 1.88)
H (-4.13, 2.32, 2.89)
H (-5.70, 0.40, 3.21)
H (-5.22, -1.74, 2.02)
H (-3.24, -1.85, 0.53)
C (0.71, -1.93, 4.38)
C (0.55, -1.61, 2.90)
O (-0.29, -0.47, 2.69)
P (2.16, -1.28, 2.09)
O (2.99, -2.61, 2.19)
O (2.96, -0.24, 3.00)
O (1.95, -0.69, 0.75)
P (-0.18, -3.04, 1.98)
O (-1.43, -3.52, 2.86)
O (0.90, -4.09, 1.98)
O (-0.72, -2.52, 0.68)
H (1.14, -1.07, 4.91)
H (1.36, -2.79, 4.53)
H (-0.26, -2.15, 4.81)
H (0.09, 0.29, 3.16)
H (2.33, -3.39, 2.11)
H (3.50, -0.65, 3.69)
H (-1.21, -4.33, 3.35)

Computed properties:
* molar mass: 1058.55 Da
* gap between HOMO and LUMO: 6.1 eV
* HOMO energy: -11.0140 eV
* LUMO: -4.90 eV
* net charge: +1

Arrangement 2

A molecular structure, C32H26BrCl2N6O9P2Pb, computed with ωB97M-V/def2-TZVPD.

Cartesian coordinates (Å):
Pb (-0.23, -0.26, 0.17)
Cl (3.07, 5.12, -2.82)
C (1.79, 4.01, -2.55)
C (2.04, 2.70, -2.51)
C (0.98, 1.74, -2.25)
N (1.13, 0.48, -2.15)
C (2.37, -0.11, -2.50)
O (2.87, 0.04, -3.58)
C (2.99, -1.00, -1.46)
C (4.30, -1.40, -1.65)
C (4.90, -2.20, -0.69)
C (4.15, -2.57, 0.42)
C (2.84, -2.14, 0.51)
N (2.27, -1.36, -0.40)
C (-0.42, 2.28, -2.02)
C (-0.61, 3.71, -2.12)
C (0.43, 4.53, -2.35)
Cl (0.18, 6.22, -2.40)
N (-1.32, 1.41, -1.73)
C (-2.68, 1.78, -1.62)
O (-3.21, 2.59, -2.34)
C (-3.46, 0.99, -0.60)
C (-4.72, 1.46, -0.24)
C (-5.45, 0.73, 0.68)
C (-4.91, -0.44, 1.19)
C (-3.65, -0.83, 0.76)
N (-2.93, -0.13, -0.11)
H (3.05, 2.34, -2.66)
H (4.83, -1.08, -2.54)
H (5.92, -2.52, -0.80)
H (4.57, -3.19, 1.19)
H (2.22, -2.42, 1.36)
H (-1.60, 4.12, -1.98)
H (-5.09, 2.37, -0.69)
H (-6.43, 1.07, 0.99)
H (-5.44, -1.04, 1.91)
H (-3.19, -1.73, 1.14)
Br (0.47, -3.37, -6.65)
C (0.16, -3.24, -4.80)
C (0.80, -4.11, -3.93)
C (0.57, -4.01, -2.57)
C (-0.29, -3.03, -2.08)
C (-0.90, -2.14, -2.95)
C (-0.69, -2.25, -4.32)
N (-0.50, -2.83, -0.69)
C (-0.56, -3.80, 0.12)
C (-0.65, -3.56, 1.57)
C (-0.82, -4.62, 2.45)
C (-0.87, -4.35, 3.81)
C (-0.74, -3.04, 4.24)
C (-0.57, -2.04, 3.29)
N (-0.52, -2.29, 1.99)
H (1.47, -4.86, -4.32)
H (1.10, -4.66, -1.89)
H (-1.55, -1.37, -2.56)
H (-1.18, -1.57, -5.00)
H (-0.55, -4.84, -0.22)
H (-0.92, -5.62, 2.07)
H (-1.00, -5.15, 4.52)
H (-0.76, -2.79, 5.29)
H (-0.46, -1.00, 3.59)
C (0.16, 4.49, 2.91)
C (0.08, 3.20, 2.11)
O (-0.65, 3.38, 0.89)
P (1.75, 2.55, 1.70)
O (2.43, 2.22, 3.07)
O (2.57, 3.79, 1.14)
O (1.68, 1.45, 0.70)
P (-0.75, 1.87, 3.09)
O (-2.09, 2.54, 3.67)
O (0.20, 1.53, 4.20)
O (-1.17, 0.79, 2.13)
H (0.69, 5.26, 2.34)
H (0.70, 4.34, 3.84)
H (-0.85, 4.84, 3.13)
H (-0.48, 4.28, 0.58)
H (1.73, 1.86, 3.71)
H (3.34, 4.04, 1.66)
H (-1.97, 2.81, 4.59)

Computed properties:
* molar mass: 1058.55 Da
* gap between HOMO and LUMO: 6.3 eV
* HOMO energy: -10.9444 eV
* LUMO: -4.61 eV
* net charge: +1

Most stable structure - arrangement 2; separation to the second - 0.0060 hartree.